(1)
Density functional theory data (the ωB97M-V functional and the def2-TZVPD basis) for a cluster of 6 separate species, C7H19NO5 in total at a distorted geometry.

Calculated values
energy relative to the best compared isomer or geometry (same formula, charge and spin) = 1.639 eV
gap between HOMO and LUMO (spin up / spin down) = 9.4624 / 6.0046 eV
HOMO level (spin up / spin down) = -13.67 / -13.67 eV
multiplicity = 2
charge = +1
energy = -708.67811 Ha

Last column: Mulliken charge in e.
CARTESIAN COORDINATES (ANGSTROEM)
1 C -2.3700 -0.7254 0.2067  -0.629
2 C -3.4278 -0.3427 -0.6648  -0.388
3 N -2.9506 -0.4656 -2.0203  -0.138
4 C -1.5948 -0.7510 -1.9324  -0.542
5 C -1.2547 -0.9789 -0.6370  0.633
6 C 0.0770 -1.4388 -0.0530  -0.479
7 C 1.0728 -1.9505 -0.8438  -0.163
8 C 2.3256 -2.4622 -0.2526  -1.283
9 H -2.3657 -0.7209 1.3001  0.446
10 H -4.3727 0.0625 -0.2272  0.376
11 H -3.1927 0.0884 -2.8747  0.326
12 H -1.0902 -0.9495 -2.8398  0.448
13 H 0.3306 -1.3435 0.9123  0.772
14 H 0.9962 -1.9830 -1.8476  0.500
15 H 2.9859 -1.7579 0.1819  0.374
16 H 2.2502 -3.3579 0.3674  0.365
17 H 3.0081 -2.8145 -1.1153  0.347
18 H 2.9249 1.6557 -2.4266  0.341
19 H 1.6522 1.9933 -1.8997  0.270
20 O 2.5263 2.2624 -1.7737  -0.625
21 H -0.3089 3.2732 1.0039  0.363
22 H -1.6291 3.5215 0.2916  0.278
23 O -0.8138 3.9015 0.3705  -0.586
24 H 1.0037 2.2808 1.8643  0.298
25 H 1.0147 2.1604 3.3441  0.326
26 O 0.6537 2.7341 2.5969  -0.648
27 H 2.9843 1.9535 0.0825  0.382
28 H 1.8252 1.0776 0.4809  0.194
29 O 2.7342 1.2635 0.6802  -0.584
30 H 0.9590 -2.7222 2.4552  0.300
31 H -0.0241 -3.9537 2.5025  0.330
32 O 0.2414 -3.0750 2.8321  -0.603



(2)
Density functional theory data (the ωB97M-V functional and the def2-TZVPD basis) for a cluster of 2 separate species, C2HFI2 in total at a distorted geometry.

Calculated values
SMILES string = C#CF.II
energy relative to the best compared isomer or geometry (same formula, charge and spin) = 1.289 eV
gap between HOMO and LUMO = 7.8520 eV
HOMO level = -9.35 eV
multiplicity = 1
energy = -771.96001 Ha

Last column: natural (NBO) charge in e.
CARTESIAN COORDINATES (ANGSTROEM)
1 C -0.9751 0.3283 -0.0278  -0.424
2 C -1.7583 0.3132 -0.9147  0.431
3 F -2.5142 0.2848 -1.8987  -0.246
4 I 2.7462 -0.7852 -0.3097  0.009
5 I 3.1496 -0.2667 2.2151  -0.006
6 H -0.6482 0.1256 0.9359  0.235



(3)
Density functional theory data (the ωB97M-V functional and the def2-TZVPD basis) for a structure of composition C50H104FN3O13S2 at a distorted geometry.

Calculated values
gap between HOMO and LUMO = 8.0148 eV
HOMO level = -8.55 eV
multiplicity = 1
energy = -4006.04401 Ha

Last column: Mulliken charge in e.
CARTESIAN COORDINATES (ANGSTROEM)
1 C -3.3419 -8.3489 1.4652  -0.936
2 O -2.9273 -7.3129 0.6020  -0.263
3 C -2.0597 -7.7576 -0.4197  -0.655
4 C -1.9949 -6.7231 -1.5167  -0.470
5 C -0.6685 -6.6745 -2.2520  -1.014
6 C -0.4753 -5.3843 -3.0416  -0.618
7 C 0.2620 -4.2722 -2.3155  -0.331
8 C -0.0545 -2.9245 -2.9374  -1.022
9 C 0.4741 -1.7122 -2.1748  0.066
10 C 1.5134 -0.9578 -2.9922  0.391
11 C 2.4291 0.0380 -2.2992  -1.657
12 C 1.8386 1.4181 -1.9589  -1.278
13 C 0.6953 1.6033 -0.9944  0.555
14 C 0.7041 1.0834 0.3598  0.712
15 C 1.8734 0.3188 0.8896  -0.652
16 C 3.1876 1.0526 0.9021  -0.117
17 F 4.2162 0.1199 0.8866  -0.438
18 C -0.3802 1.2818 1.1799  0.248
19 S -0.5021 0.7088 2.8528  -0.291
20 C -1.4788 2.0257 0.6997  0.812
21 N -2.5864 2.3548 1.3573  -0.687
22 S -3.4917 3.2340 0.3845  0.045
23 N -2.5510 3.2539 -0.8922  -0.462
24 C -1.4611 2.5427 -0.5982  0.289
25 C -0.3666 2.3351 -1.4517  0.074
26 C -0.4702 2.9877 -2.7981  -1.402
27 C -1.1601 2.1417 -3.8706  -0.881
28 C -2.3960 1.4446 -3.4120  0.220
29 O -2.3567 0.3760 -2.8653  -0.541
30 N -3.5845 2.1104 -3.7214  -0.263
31 C -4.7767 1.3357 -3.5601  0.375
32 C -5.0428 0.3072 -4.4394  0.208
33 C -6.1925 -0.4360 -4.3059  -0.918
34 C -7.1011 -0.1460 -3.3004  -0.617
35 C -6.8314 0.8831 -2.4247  -1.031
36 C -5.6717 1.6247 -2.5546  -0.156
37 H -3.5276 -7.9290 2.4433  0.256
38 H -4.2570 -8.8058 1.1067  0.329
39 H -2.5862 -9.1161 1.5636  0.473
40 H -1.0668 -7.9233 -0.0052  0.370
41 H -2.4246 -8.7013 -0.8105  0.389
42 H -2.1915 -5.7495 -1.0844  0.352
43 H -2.7692 -6.9277 -2.2425  0.196
44 H 0.1318 -6.7979 -1.5296  0.462
45 H -0.6143 -7.5176 -2.9279  0.388
46 H -1.4550 -5.0353 -3.3434  0.486
47 H 0.0802 -5.5463 -3.9588  0.236
48 H 0.0130 -4.2723 -1.2575  0.468
49 H 1.3147 -4.4702 -2.4581  0.109
50 H 0.3842 -2.9603 -3.9184  -0.085
51 H -1.1195 -2.8165 -3.0954  0.756
52 H 0.8842 -2.0088 -1.2168  0.184
53 H -0.3639 -1.0611 -1.9965  -0.087
54 H 1.0448 -0.4675 -3.8387  -0.068
55 H 2.1621 -1.7160 -3.4151  0.072
56 H 2.9415 -0.4304 -1.4777  0.553
57 H 3.2008 0.2714 -3.0223  0.457
58 H 2.6612 2.0553 -1.6707  0.555
59 H 1.5273 1.8039 -2.9107  0.418
60 H 1.9714 -0.6049 0.3476  -0.168
61 H 1.6701 0.0307 1.9022  0.295
62 H 3.2807 1.6199 1.8187  0.474
63 H 3.3268 1.7382 0.0848  0.055
64 H -0.8407 -0.5498 2.5782  0.220
65 H -1.0237 3.9044 -2.6667  0.662
66 H 0.4952 3.2836 -3.1705  0.466
67 H -1.4091 2.7934 -4.6948  0.482
68 H -0.4898 1.3897 -4.2564  0.273
69 H -3.6460 2.9729 -3.1926  0.414
70 H -4.3332 0.1041 -5.2190  0.479
71 H -6.3937 -1.2342 -4.9949  0.489
72 H -8.0021 -0.7188 -3.2147  0.516
73 H -7.5208 1.1045 -1.6354  0.434
74 H -5.4704 2.4226 -1.8640  0.263
75 C -10.1580 1.3161 -6.5791  -1.103
76 C -9.6731 0.0171 -5.9632  0.025
77 O -10.1255 -0.1514 -4.6222  -0.496
78 H -9.8268 2.1631 -5.9784  0.299
79 H -9.7766 1.4360 -7.5938  0.317
80 H -11.2495 1.3415 -6.6204  0.327
81 H -8.5862 0.0045 -5.9088  0.104
82 H -9.9937 -0.8348 -6.5734  0.269
83 H -11.0868 -0.1570 -4.6306  0.281
84 C 4.7024 -3.2572 -5.9302  -1.123
85 C 3.8097 -3.9478 -4.9155  -0.315
86 O 2.4371 -3.6103 -5.0803  -0.298
87 H 4.5885 -2.1753 -5.8581  0.262
88 H 5.7511 -3.5102 -5.7692  0.377
89 H 4.4313 -3.5552 -6.9455  0.291
90 H 4.0717 -3.6385 -3.9040  0.330
91 H 3.9353 -5.0342 -4.9812  0.366
92 H 2.1581 -3.8928 -5.9601  0.195
93 C 1.7815 -1.9129 5.9812  -0.756
94 C 1.8373 -0.4297 6.2984  -0.315
95 O 2.2906 0.3422 5.1914  -0.471
96 H 2.7634 -2.2721 5.6720  0.039
97 H 1.4559 -2.4873 6.8497  0.337
98 H 1.0883 -2.1057 5.1586  0.331
99 H 2.5422 -0.2347 7.1057  0.278
100 H 0.8498 -0.0754 6.6150  0.326
101 H 1.6733 0.1935 4.4657  0.198
102 C 5.0463 -3.0481 8.8219  -0.845
103 C 3.8282 -3.6776 9.4687  -0.070
104 O 3.4923 -4.9246 8.8624  -0.536
105 H 4.8695 -2.9035 7.7551  0.153
106 H 5.2831 -2.0859 9.2769  0.287
107 H 5.9187 -3.6958 8.9273  0.376
108 H 2.9550 -3.0377 9.3485  0.265
109 H 3.9927 -3.8279 10.5412  0.072
110 H 4.2453 -5.5128 8.9664  0.305
111 C -4.6010 -3.6560 1.3442  -0.906
112 C -5.8010 -4.5206 1.6789  -0.286
113 O -5.8028 -5.7281 0.9334  -0.501
114 H -4.5877 -3.4235 0.2772  0.239
115 H -4.6142 -2.7251 1.9069  0.345
116 H -3.6744 -4.1872 1.5798  0.275
117 H -6.7292 -4.0080 1.4278  0.294
118 H -5.8185 -4.7429 2.7526  0.248
119 H -4.9873 -6.1894 1.1509  0.273
120 C 5.5069 -1.7666 3.9110  -0.897
121 C 5.5565 -0.2912 4.2698  0.009
122 O 6.0466 0.5014 3.1899  -0.581
123 H 6.4957 -2.1207 3.6172  0.334
124 H 5.1575 -2.3677 4.7530  0.218
125 H 4.8308 -1.9330 3.0688  0.202
126 H 6.2434 -0.1246 5.0993  0.312
127 H 4.5635 0.0573 4.5659  0.103
128 H 5.4525 0.3939 2.4401  0.317
129 C -1.3991 -5.4301 -8.1704  -1.250
130 C -0.4758 -5.2655 -6.9787  0.058
131 O 0.6935 -4.5037 -7.3055  -0.545
132 H -0.8750 -5.9198 -8.9912  0.303
133 H -2.2738 -6.0258 -7.9078  0.361
134 H -1.7441 -4.4575 -8.5289  0.353
135 H -0.1211 -6.2335 -6.6303  0.301
136 H -0.9983 -4.7795 -6.1491  0.094
137 H 0.3967 -3.6383 -7.6032  0.270
138 C 1.1314 6.8397 -2.7885  -0.516
139 C 2.2995 6.0150 -2.2858  -0.300
140 O 2.6936 4.9975 -3.2085  -0.475
141 H 0.2752 6.1954 -2.9971  0.171
142 H 0.8450 7.5929 -2.0564  -0.049
143 H 1.3930 7.3541 -3.7161  0.377
144 H 2.0332 5.4908 -1.3688  0.182
145 H 3.1534 6.6642 -2.0685  0.409
146 H 2.9529 5.4251 -4.0295  0.265
147 C -0.5320 11.0555 0.3439  -0.693
148 C 0.0274 9.7074 -0.0652  -0.218
149 O 1.0984 9.8376 -0.9975  -0.521
150 H -0.8872 11.6029 -0.5295  0.317
151 H -1.3562 10.9495 1.0505  0.347
152 H 0.2572 11.6493 0.8084  -0.117
153 H -0.7340 9.1046 -0.5586  0.315
154 H 0.3747 9.1593 0.8173  0.250
155 H 1.7901 10.3556 -0.5715  0.283
156 C 5.0245 -1.2747 13.5346  -0.974
157 C 5.6589 -2.6055 13.1755  -0.212
158 O 6.6526 -2.4805 12.1613  -0.488
159 H 4.5787 -0.8178 12.6511  0.249
160 H 4.2500 -1.4001 14.2921  0.322
161 H 5.7740 -0.5829 13.9255  0.320
162 H 4.9120 -3.2877 12.7731  0.213
163 H 6.0939 -3.0706 14.0667  0.283
164 H 7.3393 -1.8939 12.4907  0.290
165 C 1.7739 14.3252 1.6080  -0.821
166 C 2.9085 13.4262 2.0591  -0.322
167 O 3.2266 12.4372 1.0768  -0.493
168 H 0.8936 13.7219 1.3898  0.119
169 H 1.5094 15.0614 2.3675  0.342
170 H 2.0430 14.8620 0.6956  0.313
171 H 2.6302 12.8732 2.9541  0.271
172 H 3.8005 14.0164 2.2917  0.319
173 H 3.4972 12.8962 0.2762  0.299



(4)
Density functional theory data (the ωB97M-V functional and the def2-TZVPD basis) for a structure of composition C22H35FeNO3P2S at a distorted geometry.

Calculated values
energy relative to the best compared isomer or geometry (same formula, charge and spin) = 1.833 eV
gap between HOMO and LUMO (spin up / spin down) = 7.5016 / 7.8055 eV
HOMO level (spin up / spin down) = -7.15 / -7.63 eV
multiplicity = 5
energy = -3484.17099 Ha

Last column: natural (NBO) charge in e.
CARTESIAN COORDINATES (ANGSTROEM)
1 P -4.2424 -0.5935 -3.4855  0.872
2 P -2.0935 -3.2037 -4.3036  0.870
3 C -4.4396 -1.6528 -4.9854  -0.725
4 C -3.8057 -3.0844 -4.9634  -0.728
5 H -4.0646 -1.0535 -5.8379  0.225
6 H -5.5383 -1.7725 -5.0876  0.211
7 H -4.4427 -3.7778 -4.3814  0.229
8 H -3.7419 -3.4320 -6.0124  0.219
9 C -1.1888 -2.5506 -5.7817  -0.939
10 H -0.1096 -2.5046 -5.5510  0.241
11 H -1.5624 -1.5350 -5.9986  0.230
12 H -1.4020 -3.2323 -6.6203  0.217
13 C -1.6554 -4.9776 -4.3144  -0.944
14 H -1.6732 -5.3468 -5.3507  0.216
15 H -2.3633 -5.5417 -3.6884  0.238
16 H -0.6456 -5.0834 -3.8914  0.247
17 C -5.3247 0.8000 -3.9962  -0.947
18 H -5.4313 1.5274 -3.1832  0.233
19 H -6.3110 0.3949 -4.2535  0.214
20 H -4.8875 1.2975 -4.8718  0.234
21 C -5.4957 -1.5257 -2.4540  -0.941
22 H -5.1452 -2.5658 -2.3290  0.231
23 H -6.4411 -1.5013 -3.0227  0.218
24 H -5.6098 -1.0341 -1.4684  0.232
25 Fe -0.8041 0.3046 -0.0594  1.421
26 C -0.1224 -2.6173 -1.7314  -0.143
27 C 0.1189 -1.6015 -2.6168  -0.246
28 C -0.7426 -0.6112 -3.3271  -0.507
29 C -1.4034 0.7199 -2.7848  -0.490
30 C -2.4851 0.4464 -1.7914  -0.227
31 C -2.7941 -0.7293 -1.0535  -0.280
32 C -2.5608 -2.1327 -1.4070  -0.582
33 C -1.2993 -2.8610 -0.8358  -0.454
34 C -1.4301 1.1067 1.5407  -1.239
35 H 0.7604 -3.2377 -1.4699  0.215
36 H 1.1841 -1.4418 -2.7824  0.221
37 H -1.6206 -1.0797 -3.8393  0.246
38 H -0.1192 -0.2911 -4.1776  0.222
39 H -0.6240 1.4589 -2.5060  0.244
40 H -1.8804 1.2497 -3.6482  0.239
41 H -3.2412 1.3014 -1.6667  0.233
42 H -3.6683 -0.5545 -0.3593  0.225
43 H -2.4894 -2.2751 -2.5118  0.269
44 H -3.4563 -2.7083 -1.1396  0.222
45 H -1.2297 -2.6262 0.2553  0.246
46 H -1.4734 -3.9678 -0.7842  0.221
47 H -1.3793 0.3926 2.3730  0.246
48 H -2.4491 1.4283 1.3064  0.200
49 H -0.7476 1.9620 1.6693  0.214
50 O 2.5534 -2.3434 2.8565  -0.921
51 S 1.7736 -1.1367 2.7435  2.284
52 O 0.7184 -0.9103 3.7042  -0.926
53 N 1.2312 -0.8232 1.2057  -0.911
54 C 1.7448 0.2905 0.6341  0.630
55 O 1.2237 0.7651 -0.4271  -0.772
56 C 2.7865 0.9258 1.4721  -0.181
57 C 3.4717 2.1375 1.3157  -0.156
58 C 4.2471 2.6230 2.3731  -0.215
59 C 4.3304 1.9204 3.5742  -0.189
60 C 3.6415 0.7154 3.7551  -0.215
61 C 2.8545 0.2739 2.6924  -0.206
62 H 3.3836 2.6327 0.3493  0.229
63 H 4.7777 3.5704 2.2376  0.220
64 H 4.9581 2.3156 4.3693  0.219
65 H 3.6926 0.1544 4.6919  0.238



The highest multiplicity belongs to which entry? C22H35FeNO3P2S



Which formula does entry 2 have? C2HFI2



Which value of energy does entry 4 give? -3484.17099 Ha



Which value of multiplicity does entry 3 give? 1